DFT (ωB97M-V/def2-TZVPD) results for one molecule with the formula C4H6N2O in a non-equilibrium geometry.

Positions of all 13 atoms, in Å:
C 1.2183 -0.1434 0.5094
C -1.7000 0.2153 0.2331
H 1.8599 -0.6986 1.1994
C 0.2254 -1.0933 -0.2064
H 0.1781 -0.9091 -1.2829
N 2.7456 1.2972 -1.0552
H -2.1085 0.5646 1.1851
H 0.6432 0.5586 1.1208
O -1.0459 -0.9574 0.4166
H -2.3323 1.6625 -0.7609
H 0.5076 -2.1341 -0.0346
N -1.7897 0.8071 -0.8759
C 2.0689 0.6485 -0.3785

The calculation puts the HOMO energy at -10.679 eV. The value obtained for the energy above the lowest of the compared OMol25 structures with the same formula, charge and spin is 39.66 kcal per mole. The calculation puts the HOMO-LUMO gap at 0.41709 Eh. The total energy is -9271.782 eV.

For each atom in turn, the natural (NBO) charge in e is:
1. C -0.544
2. C 0.393
3. H 0.254
4. C -0.059
5. H 0.213
6. N -0.316
7. H 0.150
8. H 0.256
9. O -0.519
10. H 0.355
11. H 0.204
12. N -0.670
13. C 0.282

---

DFT (ωB97M-V/def2-TZVPD) results for a 7-piece molecular cluster, C25H53BrO14P overall in a non-equilibrium geometry.

Positions of all 94 atoms, in Å:
C -2.0473 -1.1669 6.4758
H -4.1676 -5.0382 -9.7129
O -2.3601 -1.6932 5.1716
H 1.4663 7.3467 11.4676
H 1.2932 -0.4068 -0.2259
H 3.1653 1.6751 7.3800
H -0.7837 -3.2260 -5.8748
C 2.4126 6.8814 11.7551
C -3.8509 -4.0176 -9.4910
H -3.4067 -6.5546 -8.5370
O -2.2831 -4.9273 -7.8346
C 3.5153 7.1995 10.7661
C 0.0384 1.4720 -9.6598
O -3.1852 -1.4895 3.0997
H 0.3974 -1.9058 -5.6621
H -1.6670 -1.4376 -7.8129
H -1.7593 0.2228 -8.3440
H -0.9924 1.2595 -9.9559
H 0.5433 1.8547 -10.5531
O 3.2025 6.6733 9.4619
H 3.5068 3.7529 6.0665
H -1.5408 -7.4156 -10.0024
H 2.2340 5.8010 11.7950
H 0.1153 -3.3083 -1.1989
H -1.1249 -1.6629 6.7957
H 1.1769 2.7097 -8.3077
O 2.3774 6.8770 7.3900
H -1.0083 1.4961 4.9752
C -1.5215 -6.3874 -9.6273
C 0.2578 -2.9900 -5.6357
O 0.1975 -1.3351 2.7285
C 2.3554 2.0596 6.7511
C -1.1068 -0.4982 -7.8485
P 0.8771 -2.9169 -0.0408
H -2.8823 -1.1350 8.4667
H -0.5838 3.1644 5.4436
C 0.1294 2.5069 -8.5571
H -3.4726 0.7061 5.4838
C 0.5576 -3.4951 -4.2575
C -3.9160 0.1375 4.6645
H -0.7333 -1.0430 2.4676
H 3.7418 8.2679 10.7151
H -0.5013 -0.7003 0.3146
C 2.4542 7.3133 8.5370
O 0.7303 0.2641 -9.2883
C 2.5470 3.5491 6.5516
H -3.2669 -3.6232 -10.3272
H 0.6407 8.1788 9.2344
C 3.5681 -2.9107 -5.3249
C -3.1500 -1.4851 7.4647
H -0.4829 -6.1077 -9.4183
C -3.0557 -3.8911 -8.2277
C -2.3663 -6.2598 -8.3762
H -3.3287 -2.5654 7.5047
H -4.0964 -1.0198 7.1772
H 2.4004 1.4986 5.8137
O 1.8100 -3.9132 -3.9721
Br 3.1466 -3.1868 -0.2879
C 1.6466 8.5039 8.9548
H -4.9219 -0.1877 4.9440
C -3.1084 -1.0531 4.2467
C -0.0822 1.6705 6.8723
H -0.3518 2.1610 -7.6386
O -0.3002 -3.4568 -3.3774
H 2.4062 -4.6905 -5.8281
H -1.8730 -5.7231 -10.4209
H -0.3468 3.4427 -8.8663
O 0.7813 -1.8078 -8.4399
O 1.1293 1.7900 7.4580
H 4.4378 6.7036 11.0860
H 1.5807 9.1949 8.1088
H -0.8968 -0.1645 -6.8286
H 2.5207 4.0710 7.5148
O -1.0480 1.2699 7.5192
H 2.6804 7.2315 12.7570
H -1.8209 -0.0985 6.4248
C 2.8267 -4.1798 -4.9575
H 1.7512 3.9797 5.9384
C 0.6028 -1.0651 0.4722
H 3.5273 -4.8834 -4.4957
H -1.9708 -6.9310 -7.6066
H -3.9820 0.8285 3.8185
C -0.2500 2.1232 5.4541
H 2.9028 -2.1718 -5.7788
H 0.5064 -3.8097 1.0620
O -3.0438 -2.8341 -7.5995
H 2.0900 9.0726 9.7742
C 0.1853 -0.7398 -8.5671
O 1.0902 -0.9593 1.8564
H 0.6521 2.0203 4.8483
H -4.7697 -3.4328 -9.3847
H 4.3774 -3.1271 -6.0295
H 0.8594 -3.4572 -6.4175
H 3.9949 -2.4438 -4.4301

As for the charge: +1. The calculation puts the HOMO energy at -11.545 eV. The calculation puts the HOMO-LUMO gap at 0.25868 Eh. The total energy is -134770.169 eV.

For each atom in turn, the Löwdin charge in e is:
1. C -0.227
2. H 0.075
3. O -0.006
4. H 0.068
5. H 0.141
6. H 0.126
7. H 0.092
8. C -0.068
9. C 0.014
10. H 0.116
11. O -0.008
12. C -0.227
13. C -0.226
14. O 0.049
15. H 0.095
16. H 0.053
17. H 0.081
18. H 0.115
19. H 0.125
20. O -0.010
21. H 0.090
22. H 0.086
23. H 0.086
24. H -0.008
25. H 0.133
26. H 0.085
27. O 0.070
28. H 0.076
29. C -0.064
30. C 0.015
31. O -0.063
32. C -0.224
33. C 0.007
34. P 0.744
35. H 0.090
36. H 0.108
37. C -0.069
38. H 0.077
39. C -0.487
40. C 0.013
41. H 0.120
42. H 0.115
43. H 0.143
44. C -0.503
45. O -0.005
46. C -0.064
47. H 0.103
48. H 0.100
49. C -0.058
50. C -0.053
51. H 0.086
52. C -0.483
53. C -0.224
54. H 0.085
55. H 0.071
56. H 0.111
57. O -0.029
58. Br 0.373
59. C 0.005
60. H 0.105
61. C -0.514
62. C -0.484
63. H 0.066
64. O 0.030
65. H 0.121
66. H 0.070
67. H 0.085
68. O 0.064
69. O 0.007
70. H 0.124
71. H 0.096
72. H 0.097
73. H 0.078
74. O 0.057
75. H 0.085
76. H 0.058
77. C -0.219
78. H 0.070
79. C -0.303
80. H 0.124
81. H 0.124
82. H 0.094
83. C 0.023
84. H 0.071
85. H 0.036
86. O 0.053
87. H 0.073
88. C -0.493
89. O -0.254
90. H 0.075
91. H 0.098
92. H 0.090
93. H 0.075
94. H 0.079

---

DFT (ωB97M-V/def2-TZVPD) results for C4H9NO2 as an isolated structure.

Positions of all 16 atoms, in Å:
H -0.2181 -2.8475 -0.8439
O 0.2047 -1.1342 1.0916
H -1.6195 -0.8714 -0.0998
H 1.1519 -1.8671 -1.3842
C -0.6068 1.6979 0.3028
H -1.1448 -1.0894 0.7069
O -1.1648 2.6741 -0.1678
C 0.0683 -1.8614 -1.2144
H 1.0851 0.7601 -0.6291
H -0.3991 0.7819 -1.6098
C -0.0062 0.6225 -0.6031
H -0.8262 2.1410 2.2764
H -0.0243 0.5975 1.9327
C -0.1811 -0.8175 -0.1486
H -0.4440 -1.6360 -2.1535
N -0.4339 1.4768 1.6270

The calculation puts the HOMO energy at -9.833 eV. The value obtained for the energy above the lowest of the compared OMol25 structures with the same formula, charge and spin is 92.79 kcal per mole. The calculation puts the HOMO-LUMO gap at 0.37897 Eh. The total energy is -9876.037 eV.

For each atom in turn, the natural (NBO) charge in e is:
1. H 0.236
2. O -0.819
3. H 0.026
4. H 0.242
5. C 0.671
6. H 0.433
7. O -0.614
8. C -0.659
9. H 0.259
10. H 0.244
11. C -0.571
12. H 0.403
13. H 0.433
14. C 0.331
15. H 0.221
16. N -0.837

---

DFT (ωB97M-V/def2-TZVPD) results for a 2-piece molecular cluster, CH4FIP2 overall.

Positions of all 9 atoms, in Å:
H 1.2343 0.2868 -0.0111
P -0.0141 -0.6144 -1.8941
H -0.1674 -0.6190 0.5851
H -1.4069 -0.7883 -1.9280
C 0.1810 0.0757 -0.1763
H -0.3804 1.0045 -0.1185
F 1.7748 -2.5249 -0.7649
I -1.9677 3.7120 -1.7217
P 0.3360 -2.7020 -1.5374

The calculation puts the HOMO energy (alpha / beta) at -9.232 / -7.918 eV. The value obtained for the energy above the lowest of the compared OMol25 structures with the same formula, charge and spin is 57.01 kcal per mole. The calculation puts the HOMO-LUMO gap (alpha / beta) at 0.30308 / 0.16172 Eh. The total energy is -30496.112 eV.

For each atom in turn, the natural (NBO) charge in e is:
1. H 0.239
2. P 0.177
3. H 0.227
4. H -0.015
5. C -0.901
6. H 0.240
7. F -0.593
8. I 0.001
9. P 0.625

---

DFT (ωB97M-V/def2-TZVPD) results for C5H10NaO3 as an isolated structure in a non-equilibrium geometry.

Positions of all 19 atoms, in Å:
H 2.1972 -1.1915 -3.3312
O -0.3476 -0.0803 1.1238
O 1.4868 -1.1902 1.2366
C -1.1113 1.1013 1.3457
H -0.5868 1.7140 2.0931
H 0.1646 0.5507 -1.6065
H 0.0129 -0.5830 -2.7831
H 2.1874 -1.8437 -1.6961
H -2.9072 -0.0608 1.0582
C 2.0761 -0.9104 -2.2689
C -2.4897 0.6561 1.7802
Na -0.2104 -2.0777 0.0023
H -3.1597 1.5238 1.8457
H -2.4529 0.1440 2.7518
O 1.5785 1.0472 0.7988
H 2.9157 -0.2510 -2.0128
C 1.0532 -0.0031 1.2742
H -1.1640 1.7114 0.4312
C 0.7570 -0.2570 -2.0430

The calculation puts the HOMO energy (alpha / beta) at -8.574 / -8.596 eV. The value obtained for the energy above the lowest of the compared OMol25 structures with the same formula, charge and spin is 0.00 kcal per mole. As for the multiplicity: 2. The calculation puts the HOMO-LUMO gap (alpha / beta) at 0.28507 / 0.27836 Eh. The total energy is -15904.236 eV.

For each atom in turn, the natural (NBO) charge in e is:
1. H 0.217
2. O -0.649
3. O -0.837
4. C -0.066
5. H 0.198
6. H 0.222
7. H 0.134
8. H 0.219
9. H 0.191
10. C -0.683
11. C -0.622
12. Na 0.961
13. H 0.215
14. H 0.211
15. O -0.717
16. H 0.245
17. C 0.941
18. H 0.169
19. C -0.348

---

DFT (ωB97M-V/def2-TZVPD) results for one molecule with the formula CH5N3OS in a non-equilibrium geometry.

Positions of all 11 atoms, in Å:
H -0.6378 -1.8251 0.4123
C 0.6767 -0.3891 -0.1192
N -0.5779 -0.8295 0.1857
H -0.7909 2.0441 -0.3018
O 0.0377 1.8878 0.2674
S -2.0868 -0.2017 -0.3034
N 0.8238 0.9789 -0.5348
N 1.7382 -1.1069 -0.1064
H 1.8100 1.2344 -0.3962
H 1.4826 -2.0665 0.0137
H -2.4756 0.2735 0.8827

The calculation puts the HOMO energy at -9.328 eV. The value obtained for the energy above the lowest of the compared OMol25 structures with the same formula, charge and spin is 35.10 kcal per mole. The calculation puts the HOMO-LUMO gap at 0.36236 Eh. The total energy is -18468.913 eV.

For each atom in turn, the natural (NBO) charge in e is:
1. H 0.402
2. C 0.547
3. N -0.775
4. H 0.476
5. O -0.583
6. S 0.193
7. N -0.350
8. N -0.729
9. H 0.384
10. H 0.328
11. H 0.107

---

Question: Look up the total energy of the fifth one.
Answer: -15904.236 eV

---

Question: Number 2 is which compound?
Answer: C25H53BrO14P